[1]
15
Properties=species:S:1:pos:R:3:mulliken_charge:R:1 method="wB97M-V/def2-TZVPD" spin_multiplicity=1 e_tot_ha=-341.8683 de_lowest_kcal_mol=84.9 smiles="OCN1CCC=N1" e_homo_ev=-8.1 orbital_gap_ev=9.1
O -0.4599 2.1329 1.5393 -0.504
C -1.1862 1.2172 0.6726 -0.439
N -0.2882 0.1646 0.4029 0.542
C 0.9813 0.1390 -0.3213 -0.590
C 1.1123 -1.3543 -0.7678 -0.450
C -0.2972 -1.8213 -0.5180 -0.293
N -0.9312 -1.0279 0.2480 -0.748
H -1.0596 2.8984 1.4417 0.325
H -2.0777 0.9367 1.1500 0.361
H -1.3746 1.7256 -0.2833 0.306
H 1.8943 0.4570 0.4290 0.227
H 1.1554 0.7014 -1.3158 0.241
H 1.7961 -1.7543 -0.1134 0.251
H 1.4014 -1.6620 -1.8386 0.281
H -0.6662 -2.7530 -0.7253 0.492

[2]
33
Properties=species:S:1:pos:R:3:mulliken_charge:R:1 method="wB97M-V/def2-TZVPD" spin_multiplicity=1 e_tot_ha=-672.0785 de_lowest_kcal_mol=89.0 smiles="C=C(CCCO)NC.O.O.O.O" e_homo_ev=-8.3 orbital_gap_ev=8.6
C -0.8782 0.6030 -1.1491 -1.348
C 0.2693 0.4888 -0.4635 0.406
C 0.7559 -0.7860 0.0991 -0.738
C 0.5952 -1.0437 1.6038 -0.571
C -0.8027 -1.3151 2.1190 -0.338
O -1.6273 -0.1403 2.2403 -0.617
N 0.9474 1.7138 -0.1777 -0.270
C 2.2901 1.7818 0.3654 -0.865
H -1.1591 1.5185 -1.6518 0.371
H -1.3238 -0.2441 -1.6371 0.519
H 0.3410 -1.6872 -0.3762 0.413
H 1.8578 -0.8065 -0.0833 0.420
H 1.1467 -0.2281 2.0943 0.215
H 1.2890 -1.8355 1.9522 0.393
H -0.9039 -1.8347 3.0536 0.386
H -1.3790 -1.9386 1.3759 0.182
H -1.2444 0.5585 1.7188 0.293
H 0.3442 2.3478 0.3230 0.286
H 2.6919 0.9644 0.9546 0.250
H 2.9558 1.8864 -0.5232 0.292
H 2.4552 2.7249 0.8866 0.335
O -2.4608 0.0803 -3.4507 -0.552
H -2.2787 0.3603 -4.3722 0.269
H -3.2668 -0.3348 -3.8293 0.281
O -4.1261 -0.0822 1.0675 -0.677
H -3.4946 0.2903 0.4372 0.300
H -3.5061 -0.3443 1.7712 0.387
O 3.6198 -0.6817 2.3953 -0.604
H 4.5469 -0.8640 2.5871 0.286
H 3.5038 0.1360 2.8811 0.304
O 1.5402 -0.4473 -4.1076 -0.656
H 0.8646 -0.4492 -3.4175 0.346
H 1.4573 0.3319 -4.6386 0.303

[3]
78
Properties=species:S:1:pos:R:3:mulliken_charge:R:1 method="wB97M-V/def2-TZVPD" total_charge=-2 spin_multiplicity=1 e_tot_ha=-3293.1039 de_lowest_kcal_mol=14.6 e_homo_ev=-1.2 orbital_gap_ev=5.7
Pd -0.5111 -0.3879 1.1918 -1.023
C -1.4660 3.1180 1.5203 -1.441
C -2.0456 2.4730 0.2631 0.768
C -2.6159 3.5414 -0.6737 -1.885
P -0.8425 1.1741 -0.3510 1.784
C -1.5494 0.7179 -2.0042 0.418
C -2.9754 0.1860 -1.9005 -1.566
C -0.6338 -0.3307 -2.6350 -1.532
C 0.6586 2.0773 -0.8563 0.242
C 0.5810 3.3047 -1.5076 0.416
C 1.6796 4.0980 -1.8143 0.199
C 1.5353 5.4259 -2.5097 -1.759
C 2.9262 3.6083 -1.4076 -0.802
C 3.0653 2.3841 -0.8003 -0.928
C 1.9490 1.5097 -0.5596 -0.254
N 2.0619 0.2768 -0.0865 0.247
C 3.2978 -0.2979 0.1276 -0.661
C 4.1458 -0.6902 -0.9295 1.363
C 3.7101 -0.4642 -2.3489 -1.378
C 5.3553 -1.3180 -0.6513 -1.006
C 5.7618 -1.5994 0.6466 0.854
C 7.0617 -2.3107 0.9242 -1.502
C 4.9012 -1.2468 1.6823 -0.945
C 3.6884 -0.6171 1.4472 0.694
C 2.7394 -0.2847 2.5593 -0.888
H -2.1964 3.7918 1.9796 0.486
H -0.5703 3.6953 1.2752 0.237
H -1.1890 2.3531 2.2480 0.129
H -2.8742 1.8327 0.5841 0.383
H -1.9384 4.3916 -0.7669 0.448
H -3.5544 3.9250 -0.2596 0.435
H -2.8285 3.1643 -1.6760 0.354
H -1.5341 1.6180 -2.6314 0.620
H -2.9924 -0.7177 -1.2894 0.110
H -3.3598 -0.0729 -2.8929 0.500
H -3.6618 0.9087 -1.4538 0.296
H -0.6588 -1.2492 -2.0435 0.204
H 0.4008 0.0154 -2.6640 0.140
H -0.9565 -0.5604 -3.6559 0.540
H -0.3971 3.6711 -1.8004 0.067
H 0.4970 5.5929 -2.8056 0.346
H 2.1462 5.4867 -3.4171 0.342
H 1.8294 6.2662 -1.8703 0.316
H 3.8164 4.2108 -1.5812 0.296
H 4.0516 2.0418 -0.5071 0.434
H 2.6750 -0.7893 -2.4749 0.141
H 4.3481 -1.0152 -3.0439 0.432
H 3.7361 0.5957 -2.6163 0.288
H 5.9951 -1.6099 -1.4820 0.275
H 7.7129 -2.2903 0.0480 0.358
H 6.9011 -3.3602 1.1900 0.273
H 7.6024 -1.8473 1.7535 0.340
H 5.1792 -1.4760 2.7087 0.323
H 3.0582 -0.7216 3.5076 0.368
H 1.7488 -0.6664 2.2942 -0.165
H 2.6208 0.7946 2.6796 0.243
C -5.5101 -1.5229 1.0830 -1.037
C -4.6854 -2.6151 0.4923 0.707
C -5.0236 -3.7981 -0.1343 -0.992
C -3.7908 -4.3897 -0.4861 0.606
N -2.7757 -3.6377 -0.0935 -0.889
N -3.3428 -2.5705 0.4920 0.909
C -3.5414 -5.6842 -1.1912 -1.188
H -6.5696 -1.7525 0.9681 0.332
H -5.3079 -0.5744 0.5793 0.129
H -5.2652 -1.3977 2.1387 0.250
H -6.0191 -4.1719 -0.3131 0.377
H -2.7636 -1.8250 0.8683 0.007
H -3.9013 -6.5337 -0.6056 0.247
H -2.4710 -5.8061 -1.3508 0.348
H -4.0426 -5.7149 -2.1617 0.257
Cl -0.8244 -2.2527 2.8068 -0.151
C -1.3170 -1.5154 4.3716 0.389
Cl -0.6295 0.1201 4.4316 -0.146
Cl -0.5884 -2.5069 5.6631 -0.201
C -2.9174 -1.4205 4.5539 0.357
O -3.2431 -1.1479 5.7094 -0.704
O -3.5561 -1.6095 3.5157 -0.581

[4]
25
Properties=species:S:1:pos:R:3:mulliken_charge:R:1 method="wB97M-V/def2-TZVPD" spin_multiplicity=1 e_tot_ha=-844.4630 de_lowest_kcal_mol=0.0 smiles=C[Si](C)(C)Oc1c(O)coc1N e_homo_ev=-7.8 orbital_gap_ev=8.4
C 1.7286 -2.4642 0.3613 -1.065
Si -0.0061 -1.5967 0.0925 0.260
C -0.7606 -1.5065 1.7903 -1.161
C -0.9223 -2.2084 -1.3743 -1.078
O 0.7040 -0.1330 -0.1649 -0.362
C 0.1409 1.3538 -0.2096 0.326
C -1.1626 1.8216 -0.5845 1.217
O -2.2132 1.0303 -0.9565 -0.507
C -1.1046 3.2119 -0.5171 -0.869
O 0.1580 3.5700 -0.1260 -0.388
C 0.8820 2.4537 0.0000 -0.269
N 2.2377 2.5805 0.2084 -0.554
H 2.2777 -1.6197 0.7597 0.274
H 1.6973 -3.4568 0.8020 0.351
H 2.2347 -2.4642 -0.6130 0.303
H -0.7201 -2.4673 2.2857 0.393
H -0.2361 -0.7877 2.3720 0.329
H -1.7547 -1.1542 1.9098 0.415
H -0.5929 -1.7713 -2.3963 0.287
H -1.0651 -3.2894 -1.4590 0.439
H -2.0180 -2.0313 -1.4322 0.342
H -2.8322 1.4540 -1.5823 0.320
H -1.8096 4.0061 -0.7004 0.419
H 2.7545 1.9624 0.9404 0.281
H 2.3828 3.5064 0.5942 0.297

[5]
45
Properties=species:S:1:pos:R:3:mulliken_charge:R:1 method="wB97M-V/def2-TZVPD" total_charge=-1 spin_multiplicity=1 e_tot_ha=-6698.2234 de_lowest_kcal_mol=411.5 e_homo_ev=-5.5 orbital_gap_ev=6.6
Zn 0.9980 0.1199 -1.1293 0.046
Cl -2.1116 2.9836 -3.1684 -0.170
C -1.1962 1.6335 -3.6315 -0.564
C -1.2215 0.3326 -2.9134 1.079
C -2.1605 0.0822 -2.0134 -0.657
Cl -2.4068 -1.0288 -0.7650 0.660
C -0.2074 -0.4810 -3.6327 -0.361
Cl -0.0186 -2.1672 -3.4281 -0.116
C 0.3437 0.2694 -4.6024 0.511
Cl 1.4679 -0.2471 -5.7752 -0.205
C -0.2501 1.5929 -4.5836 0.306
Cl 0.2445 2.8670 -5.6063 -0.209
O -2.8033 0.2872 3.6938 -0.497
P -0.0931 2.6623 2.6686 0.837
O 1.0409 2.6478 3.6355 -0.839
O -0.5455 1.0015 2.5894 -0.226
O 0.5234 2.8874 1.1825 -0.016
P 1.9270 2.9292 0.3075 -0.488
O 3.3555 3.1434 2.4288 -0.494
O 1.8803 1.6771 -0.6273 -0.178
O 3.0100 2.1945 1.3974 -0.389
H -2.6417 -0.6274 3.9510 0.302
H 2.5618 3.0281 3.0252 0.475
C -4.2216 -1.1580 -1.3024 -0.954
S -2.0011 0.4368 2.2278 0.280
C -2.0084 -2.6149 -0.5833 -0.693
O -1.2691 3.5120 2.8165 -0.719
H -4.8109 -0.8520 -0.4423 0.341
H -0.1921 -0.5746 -0.4228 0.349
H -4.4362 -0.5138 -2.1400 0.318
H -1.8236 -3.1896 -1.4712 0.303
H -4.2793 -2.2163 -1.5127 0.340
H -1.8240 -2.9438 0.4232 0.136
S 2.8636 -1.5028 -1.2811 -0.406
C 2.5589 -1.5517 0.4010 -0.013
N 1.8709 -2.5431 1.0133 -0.181
C 1.4339 -2.1003 2.3459 -0.284
C 2.3034 -0.8515 2.5922 -0.005
N 2.8955 -0.6264 1.2772 0.058
H 1.2379 -3.0536 0.4182 0.353
H 1.6190 -2.8749 3.0891 0.347
H 0.3731 -1.8537 2.3341 0.089
H 3.0869 -1.0358 3.3289 0.275
H 1.7273 0.0205 2.8975 -0.067
H 3.1995 0.2996 0.9878 0.326

[6]
55
Properties=species:S:1:pos:R:3:mulliken_charge:R:1 method="wB97M-V/def2-TZVPD" total_charge=+2 spin_multiplicity=4 e_tot_ha=-1788.0964 e_homo_ev="-12.5 / -14.4" orbital_gap_ev="5.4 / 6.4"
C 0.4965 -0.2038 -5.5942 0.969
C 1.8780 0.3074 -5.6349 -1.058
C 0.2556 -1.5961 -6.0086 -1.304
C -0.6305 0.7411 -5.6302 -1.042
Cl 0.6695 0.0311 -2.6713 -0.381
H 0.2447 -1.7201 -7.1079 0.375
H -0.7137 -1.9493 -5.6369 0.352
H 1.0400 -2.2548 -5.6174 0.359
H 2.2021 0.6006 -6.6488 0.420
H 2.5704 -0.4639 -5.2780 0.344
H 1.9770 1.1831 -4.9847 0.332
H -0.8292 1.1347 -6.6435 0.408
H -0.4322 1.5935 -4.9713 0.314
H -1.5474 0.2470 -5.2868 0.347
C 1.6109 -1.7196 1.4615 -0.667
C 0.9218 -2.8418 0.8587 -0.526
C 1.2878 -2.8733 -0.5414 -0.462
H 0.3668 -3.6023 1.4045 0.647
C 2.2425 -1.8136 -0.7629 -0.585
C 2.4194 -1.1096 0.4488 -0.655
H 3.0962 -0.2750 0.6096 0.542
H 1.6007 -1.4834 2.5269 0.826
H 1.0007 -3.6429 -1.2597 0.572
H 2.7428 -1.6131 -1.7054 0.550
C -1.9414 -0.3326 0.5550 -0.063
C -1.7567 -1.6982 1.0024 -0.202
C -1.6339 -2.5246 -0.1764 -1.016
H -1.7906 -2.0414 2.0368 0.467
C -1.7316 -1.6778 -1.3271 -0.170
C -1.9170 -0.3244 -0.8718 -0.602
H -2.0165 0.5432 -1.4980 0.436
H -2.1486 0.5109 1.2013 0.632
H -1.5758 -3.6086 -0.1848 0.609
H -1.7025 -2.0030 -2.3578 0.369
Re -0.0376 -1.1625 -0.0691 0.438
C -1.6523 -0.4398 4.6054 -1.373
C -1.1314 0.9368 4.2501 -0.556
N -0.0451 0.8754 3.2483 0.185
C 0.0909 1.7891 2.2653 0.403
S 0.6535 1.3929 0.6626 -0.221
N -0.2082 3.0800 2.5026 -0.184
C -0.1365 3.7541 3.8279 -0.457
C 1.0990 3.4565 4.6406 -1.086
H -2.0975 -0.9361 3.7390 0.173
H -2.4282 -0.3271 5.3657 0.428
H -0.8590 -1.0754 5.0190 0.382
H -1.9471 1.5755 3.8713 0.459
H -0.7271 1.4403 5.1390 0.389
H 0.2727 -0.0661 2.9949 -0.116
H -0.1091 3.6765 1.6815 0.312
H -0.1858 4.8243 3.6071 0.462
H -1.0454 3.4980 4.3792 0.222
H 1.9927 3.8221 4.1276 0.350
H 1.0310 3.9768 5.6008 0.346
H 1.2146 2.3892 4.8355 0.306